[1]
This record from the Open Molecules 2025 dataset describes C13H30GaN6O2 as an isolated structure in a non-equilibrium geometry. The level of theory is wB97M-V/def2-TZVPD.

The calculation puts the total energy at -2916.1641 a.u. The total charge is +3.

Geometry (Å):
Ga 0.094 -0.539 0.026
C -1.057 -2.812 1.563
N -0.386 -1.548 1.879
C -1.235 -0.574 2.691
C 0.831 -1.801 2.636
C 1.797 -0.622 2.387
N 1.968 -0.436 0.814
C 2.740 -1.529 0.274
C 2.766 0.828 0.514
H -1.263 -3.438 2.422
H -0.320 -3.466 0.932
H -1.984 -2.673 0.967
H -1.569 -1.205 3.523
H -2.152 -0.246 2.088
H -0.644 0.289 3.027
H 1.292 -2.741 2.288
H 0.580 -1.896 3.680
H 2.802 -0.824 2.699
H 1.461 0.264 2.870
H 3.715 -1.431 0.695
H 2.878 -1.517 -0.823
H 2.336 -2.551 0.483
H 3.772 0.623 0.789
H 2.263 1.643 1.044
H 2.739 0.895 -0.570
C 1.773 0.707 -4.390
O 0.737 -0.290 -3.976
C 0.481 -0.536 -2.776
O 0.813 0.177 -1.783
N -0.336 -1.594 -2.655
N -0.454 -2.121 -1.314
H 2.668 0.583 -3.804
H 1.190 1.633 -4.396
H 1.959 0.361 -5.387
H -0.511 -2.226 -3.444
H 0.235 -2.850 -1.153
H -1.458 -2.501 -1.252
C -1.230 4.829 -0.019
C -1.464 3.327 -0.175
C -2.648 2.585 -0.473
C -2.411 1.226 -0.308
N -1.073 1.093 -0.023
N -0.540 2.344 0.035
C -3.351 0.062 -0.404
H -1.645 5.344 -0.904
H -0.224 5.159 0.052
H -1.792 5.078 0.854
H -3.609 3.103 -0.531
H 0.389 2.490 0.474
H -3.987 0.161 0.497
H -2.964 -0.899 -0.337
H -3.973 0.063 -1.303

[2]
This record from the Open Molecules 2025 dataset describes C13H30IrN9O3S as an isolated structure in a non-equilibrium geometry. The level of theory is wB97M-V/def2-TZVPD.

As for the expectation value of S²: 0.754. As for the spin multiplicity: 2. The calculation puts the total energy at -1733.3032 a.u. The total charge is +3.

Geometry (Å):
Ir 0.270 -0.237 0.136
C 2.966 -2.424 0.936
C 3.025 -1.010 1.544
N 1.691 -0.339 1.684
C 1.850 0.978 2.377
C 0.526 1.672 2.317
N 0.155 1.765 0.873
C 0.835 2.946 0.234
C 1.131 2.772 -1.236
C 2.122 1.653 -1.476
N 1.411 0.348 -1.512
C 2.358 -0.769 -1.826
C 1.601 -2.080 -1.750
N 0.864 -2.160 -0.438
C 1.575 -2.950 0.629
H 3.422 -3.125 1.634
H 3.583 -2.473 0.040
H 3.666 -0.344 0.967
H 3.442 -1.052 2.551
H 1.155 -0.920 2.335
H 2.615 1.539 1.841
H 2.205 0.815 3.395
H 0.564 2.667 2.763
H -0.245 1.102 2.834
H -0.843 1.946 0.813
H 1.765 3.137 0.767
H 0.186 3.804 0.409
H 1.526 3.709 -1.629
H 0.204 2.569 -1.781
H 2.871 1.600 -0.682
H 2.654 1.774 -2.421
H 0.756 0.397 -2.293
H 3.172 -0.715 -1.108
H 2.778 -0.626 -2.823
H 2.255 -2.943 -1.867
H 0.847 -2.116 -2.536
H 0.013 -2.695 -0.632
H 1.640 -3.978 0.271
H 0.923 -2.959 1.502
C -4.263 3.556 -3.043
C -3.594 2.237 -3.035
N -3.700 1.315 -3.936
N -2.917 0.301 -3.503
C -2.322 0.549 -2.342
S -1.434 -0.694 -1.535
N -2.730 1.801 -2.029
N -2.419 2.483 -0.848
H -4.867 3.629 -3.944
H -3.540 4.374 -3.049
H -4.918 3.668 -2.177
H -2.872 -0.554 -4.043
H -3.213 2.388 -0.215
H -2.342 3.468 -1.088
O -2.062 0.379 1.131
N -1.933 -0.691 1.778
O -2.736 -1.182 2.476
O -0.774 -1.288 1.552

[3]
This record from the Open Molecules 2025 dataset describes a 2-piece molecular cluster, C13H30NO6P overall in a non-equilibrium geometry. The level of theory is wB97M-V/def2-TZVPD.

The calculation puts the total energy at -1360.9581 a.u.

Geometry (Å):
C 1.728 1.653 0.498
C 3.061 1.625 1.242
N 2.845 1.435 2.683
C 3.731 0.500 3.274
O 4.867 0.757 3.544
O 3.139 -0.672 3.551
C 3.944 -1.840 3.346
C 3.760 -2.500 1.966
C 4.871 -2.154 0.984
C 2.361 -2.206 1.429
H 1.093 2.445 0.897
H 1.879 1.870 -0.562
H 1.212 0.700 0.582
H 3.560 2.577 1.046
H 3.671 0.832 0.809
H 2.896 2.305 3.194
H 4.992 -1.659 3.581
H 3.603 -2.562 4.091
H 3.800 -3.577 2.151
H 4.857 -1.111 0.660
H 5.860 -2.396 1.374
H 4.745 -2.756 0.080
H 1.634 -2.534 2.176
H 2.175 -1.149 1.256
H 2.160 -2.780 0.524
O -2.361 1.364 -0.516
P -2.641 0.337 -1.531
O -4.231 0.030 -1.540
C -5.186 1.053 -1.259
C -5.402 2.015 -2.409
O -2.050 -1.039 -0.939
C -1.338 -1.066 0.298
C -2.268 -1.305 1.470
O -2.255 -0.111 -3.007
C -2.844 0.449 -4.184
C -2.367 1.861 -4.464
H -4.902 1.602 -0.360
H -6.122 0.540 -1.037
H -4.467 2.498 -2.699
H -6.113 2.792 -2.125
H -5.802 1.501 -3.284
H -0.761 -0.152 0.429
H -0.622 -1.887 0.228
H -3.129 -0.638 1.436
H -1.744 -1.160 2.416
H -2.657 -2.324 1.443
H -3.932 0.383 -4.130
H -2.540 -0.203 -5.002
H -2.469 2.500 -3.584
H -2.932 2.299 -5.286
H -1.312 1.858 -4.737